Record 1
An isolated molecule of C3H5NO2. Source: the OMol25 dataset; level of theory: ωB97M-V/def2-TZVPD.

Geometry as XYZ:
```
11
Properties=species:S:1:pos:R:3:forces:R:3
N 0.580 -1.449 0.386 -0.22 0.03 -0.36
C 0.057 -1.285 -0.753 0.21 -0.20 0.22
O -0.364 -0.111 -1.221 0.00 -0.09 -0.12
C -0.428 1.041 -0.378 -0.09 0.27 0.04
C 0.139 0.994 1.037 -0.22 0.11 0.40
O -0.572 1.245 1.981 0.30 -0.11 -0.36
H 0.829 -2.420 0.541 -0.04 0.04 0.00
H -0.113 -2.044 -1.520 0.07 -0.01 0.13
H -1.482 1.328 -0.312 0.17 -0.03 0.07
H 0.126 1.821 -0.911 -0.08 0.02 0.03
H 1.228 0.881 1.149 -0.11 -0.02 -0.04
```
Positions in Å, forces in eV/Å.

The energy is -8775.8401 eV. The calculation puts the HOMO energy at -9.814 eV. The net charge is 0.

=====

Record 2
An isolated molecule of C3H5NO2. Source: the OMol25 dataset; level of theory: ωB97M-V/def2-TZVPD.

Geometry as XYZ:
```
11
Properties=species:S:1:pos:R:3:forces:R:3
O 1.505 -1.844 0.081 -0.15 0.17 -0.13
C 0.489 -0.987 0.337 0.53 -1.08 0.24
C -0.383 1.357 0.666 0.98 1.12 0.92
N -1.220 0.679 -0.145 -0.21 -1.84 -0.80
C -0.265 -0.418 -0.712 -1.43 2.07 -0.67
O -0.129 -0.466 -1.917 0.38 -0.50 0.59
H 1.765 -1.798 -0.850 -0.11 0.16 -0.05
H 0.064 -1.207 1.306 -0.08 0.49 -0.01
H -0.196 1.066 1.683 -0.22 -0.30 0.18
H -0.080 2.375 0.442 0.06 -0.03 -0.26
H -1.573 1.226 -0.926 0.25 -0.28 -0.01
```
Positions in Å, forces in eV/Å.

The energy is -8773.6074 eV. The calculation puts the HOMO energy (spin up / spin down) at -8.240 / -7.589 eV. The net charge is 0.

=====

Record 3
A 2-piece molecular cluster, C3H5NO2 overall. Source: the OMol25 dataset; level of theory: ωB97M-V/def2-TZVPD.

Geometry as XYZ:
```
11
Properties=species:S:1:pos:R:3:forces:R:3
C -0.994 1.318 -0.027 -0.11 -0.02 0.02
N 0.036 0.287 -0.064 0.00 -0.39 0.05
C -0.257 -1.020 0.234 -0.41 -0.27 0.12
O -1.357 -1.417 0.557 -0.16 0.26 -0.01
C 2.264 -1.855 -0.127 1.72 0.85 -0.49
O 2.603 -0.798 -0.383 -0.02 -1.14 0.21
H -1.938 0.825 0.209 0.10 0.09 -0.03
H -0.791 2.077 0.741 0.04 -0.25 -0.12
H -1.091 1.828 -0.994 0.09 -0.20 0.16
H 0.967 0.569 -0.335 -0.22 -0.30 0.12
H 0.557 -1.815 0.188 -1.03 1.36 -0.03
```
Positions in Å, forces in eV/Å.

The energy is -8776.2315 eV. The calculation puts the HOMO energy at -9.786 eV. The net charge is 0.

=====

Record 4
An isolated molecule of C3H5NO2. Source: the OMol25 dataset; level of theory: ωB97M-V/def2-TZVPD.

Geometry as XYZ:
```
11
Properties=species:S:1:pos:R:3:forces:R:3
C 0.189 0.753 -1.825 -0.06 -0.02 -0.04
C -0.180 0.433 -0.410 -0.63 0.24 0.02
O -1.295 0.665 -0.008 0.40 -0.02 0.09
O 0.769 -0.158 0.368 -0.10 0.01 -0.05
C 0.260 -0.691 1.539 0.11 -0.14 0.32
N 1.040 -0.951 2.486 -0.26 0.07 -0.30
H 1.024 0.191 -2.251 -0.21 0.02 0.23
H -0.765 0.552 -2.316 0.35 -0.01 -0.49
H 0.375 1.825 -1.939 0.06 -0.13 0.18
H -0.819 -0.839 1.487 0.20 -0.03 0.12
H 0.500 -1.367 3.244 0.14 0.02 -0.06
```
Positions in Å, forces in eV/Å.

The energy is -8776.8452 eV. The calculation puts the HOMO energy at -10.579 eV. The net charge is 0.

=====

Record 5
A 2-piece molecular cluster, C3H5NO2 overall. Source: the OMol25 dataset; level of theory: ωB97M-V/def2-TZVPD.

Geometry as XYZ:
```
11
Properties=species:S:1:pos:R:3:forces:R:3
O -0.695 -0.751 1.613 0.25 0.54 -0.45
C -0.321 0.011 0.776 -0.28 -0.30 0.55
C -0.699 1.415 0.304 -0.26 0.13 0.17
O 0.416 1.368 -0.619 0.09 0.02 -0.11
C 0.791 0.084 -0.271 0.48 -0.40 -0.15
N 1.707 -0.658 -0.689 -0.31 0.38 0.15
H -0.575 -2.515 0.098 -0.04 -0.12 -0.14
H -0.647 -2.453 -0.638 -0.01 -0.14 -0.02
H -1.654 1.503 -0.220 0.11 -0.04 0.10
H -0.583 2.194 1.061 0.00 -0.03 -0.12
H 2.260 -0.198 -1.414 -0.03 -0.05 0.03
```
Positions in Å, forces in eV/Å.

The energy is -8774.6171 eV. The calculation puts the HOMO energy at -10.587 eV. The net charge is 0.

=====

Record 6
An isolated molecule of C3H5NO2. Source: the OMol25 dataset; level of theory: ωB97M-V/def2-TZVPD.

Geometry as XYZ:
```
11
Properties=species:S:1:pos:R:3:forces:R:3
N 0.195 1.227 -0.626 -0.73 0.49 -0.25
C 1.333 -0.462 0.268 0.59 -0.50 0.21
O 0.475 -1.185 -0.525 0.24 -0.10 0.45
C -0.869 -0.827 -0.213 -0.13 0.34 0.05
C -0.810 0.695 -0.076 0.31 0.28 0.29
O 1.111 -0.065 1.382 0.15 -0.77 0.01
H 0.440 2.164 -0.342 -0.60 0.46 -0.03
H 2.295 -0.286 -0.215 0.06 -0.53 -0.26
H -1.193 -1.346 0.701 -0.03 0.49 -0.17
H -1.548 -1.101 -1.032 0.46 -0.20 0.05
H -1.428 1.186 0.678 -0.33 0.03 -0.35
```
Positions in Å, forces in eV/Å.

The energy is -8775.4240 eV. The calculation puts the HOMO energy at -10.112 eV. The net charge is 0.

=====

Record 7
An isolated molecule of C3H5NO2S. Source: the OMol25 dataset; level of theory: ωB97M-V/def2-TZVPD.

Geometry as XYZ:
```
12
Properties=species:S:1:pos:R:3:forces:R:3
C -1.050 -1.215 -0.020 -1.15 0.66 -1.40
C 0.967 -0.257 0.699 2.46 0.90 0.43
C 1.294 0.742 -0.355 -0.35 0.75 2.35
N 0.103 -1.151 0.700 -1.64 -1.17 1.15
O -1.282 -0.411 -1.254 -0.83 -0.24 1.37
O -1.866 1.452 0.442 0.99 1.16 0.95
S -2.283 0.157 0.015 0.01 -2.01 -1.89
H -1.600 -2.168 -0.130 0.87 0.32 0.32
H 1.692 -0.291 1.552 -0.49 -0.09 -0.64
H 1.167 1.742 0.034 0.29 0.46 0.68
H 0.547 0.743 -1.051 -1.11 -0.45 -2.54
H 2.310 0.657 -0.632 0.96 -0.29 -0.76
```
Positions in Å, forces in eV/Å.

The energy is -19609.5806 eV. The calculation puts the HOMO energy at -9.427 eV. The net charge is 0.

=====

Record 8
An isolated molecule of C3H5NO2S2. Source: the OMol25 dataset; level of theory: ωB97M-V/def2-TZVPD.

Geometry as XYZ:
```
13
Properties=species:S:1:pos:R:3:forces:R:3
C 1.668 -1.183 -0.060 1.24 1.68 0.51
C -0.082 1.257 0.085 0.96 -0.03 -1.87
C -1.917 0.033 -0.594 -3.57 2.16 3.35
H 1.575 -2.228 -0.334 0.54 -0.05 -0.08
H 0.176 -1.152 1.670 1.47 -1.71 -3.32
H 0.246 2.342 -0.011 -0.31 -1.52 1.33
H 0.432 0.745 -0.800 -1.48 1.03 0.42
H -1.190 -0.075 -1.329 0.70 -1.53 -1.67
N 0.662 -0.801 0.734 -2.84 -4.79 2.62
O 0.551 0.410 1.126 -1.06 8.28 0.72
O -1.553 1.234 0.045 2.76 -1.77 -0.10
S 2.790 0.018 -0.446 -0.49 -1.85 -0.58
S -3.359 -0.600 -0.086 2.08 0.11 -1.34
```
Positions in Å, forces in eV/Å.

The energy is -30442.2181 eV. The calculation puts the HOMO energy at -8.940 eV. The net charge is 0.

=====

Record 9
An isolated molecule of C3H5NO3. Source: the OMol25 dataset; level of theory: ωB97M-V/def2-TZVPD.

Geometry as XYZ:
```
12
Properties=species:S:1:pos:R:3:forces:R:3
C -0.449 1.153 0.344 -2.77 0.80 0.91
C -1.133 -0.226 0.292 0.43 -0.65 1.35
C 0.844 -1.095 -0.403 -0.43 -5.08 -1.37
H -2.068 0.029 -0.110 -1.39 -0.22 -0.87
H -1.293 -0.577 1.305 -0.28 0.73 0.66
H 1.220 -1.271 0.561 1.12 0.52 1.60
H 1.343 -1.869 -1.095 -1.06 0.96 0.91
H 1.290 1.952 -0.332 0.45 0.65 -0.34
N 0.833 1.116 -0.053 0.18 -0.20 0.04
O -1.122 2.120 0.763 2.32 -2.10 -0.96
O -0.546 -1.394 -0.297 0.48 1.40 -1.14
O 1.083 0.062 -0.975 0.94 3.19 -0.79
```
Positions in Å, forces in eV/Å.

The energy is -10821.8474 eV. The calculation puts the HOMO energy at -10.180 eV. The net charge is 0.

=====

Record 10
An isolated molecule of C3H5NO3. Source: the OMol25 dataset; level of theory: ωB97M-V/def2-TZVPD.

Geometry as XYZ:
```
12
Properties=species:S:1:pos:R:3:forces:R:3
N 1.176 -0.001 -0.583 0.66 0.35 0.40
C 0.636 0.270 0.685 0.46 0.40 0.08
O 1.236 0.133 1.719 -0.33 -0.05 -0.35
C -0.840 0.709 0.578 0.17 0.14 0.14
O -1.334 0.111 -0.623 0.09 -0.16 -0.02
C -0.842 -1.155 -0.703 -0.63 -0.68 0.27
O -0.534 -1.820 0.252 -0.66 -0.12 -0.58
H 1.903 -0.693 -0.653 0.30 0.39 0.23
H 1.052 0.628 -1.357 -0.15 -0.04 0.05
H -1.438 0.405 1.443 0.47 -0.06 -0.05
H -0.900 1.795 0.476 -0.10 -0.13 -0.17
H -0.791 -1.488 -1.744 -0.28 -0.04 0.00
```
Positions in Å, forces in eV/Å.

The energy is -10824.0420 eV. The calculation puts the HOMO energy at -10.156 eV. The net charge is 0.